{
  "formula": "C42H97NO11P",
  "method": "ωB97M-V/def2-TZVPD",
  "symbols": ["C", "C", "C", "C", "C", "C", "C", "C", "C", "C", "C", "C", "C", "O", "P", "C", "C", "C", "C", "C", "C", "C", "C", "O", "C", "C", "C", "N", "H", "H", "H", "H", "H", "H", "H", "H", "H", "H", "H", "H", "H", "H", "H", "H", "H", "H", "H", "H", "H", "H", "H", "H", "H", "H", "H", "H", "H", "H", "H", "H", "H", "H", "H", "H", "H", "H", "H", "H", "H", "H", "H", "C", "C", "O", "H", "H", "H", "H", "H", "H", "C", "C", "O", "H", "H", "H", "H", "H", "H", "C", "C", "O", "H", "H", "H", "H", "H", "H", "C", "C", "O", "H", "H", "H", "H", "H", "H", "C", "C", "O", "H", "H", "H", "H", "H", "H", "C", "C", "O", "H", "H", "H", "H", "H", "H", "C", "C", "O", "H", "H", "H", "H", "H", "H", "C", "C", "O", "H", "H", "H", "H", "H", "H", "C", "C", "O", "H", "H", "H", "H", "H", "H"],
  "positions_angstrom": [[1.598, 3.087, 1.431], [1.923, 2.200, 0.129], [2.136, 0.635, 0.407], [1.180, 0.007, 1.529], [0.976, -1.590, 1.401], [0.431, -2.172, 2.824], [-1.014, -1.516, 3.051], [-1.867, -2.151, 4.256], [-2.940, -1.010, 4.705], [-3.736, -0.371, 3.467], [-3.258, 1.107, 3.071], [-3.708, 1.577, 1.595], [-3.276, 0.560, 0.438], [-4.364, -0.272, -0.091], [-4.422, 0.272, -1.752], [-4.538, -1.457, -2.560], [-3.080, -2.096, -2.827], [-2.210, -1.770, -4.084], [-0.817, -2.447, -4.150], [-0.303, -3.409, -3.055], [-1.185, -3.766, -1.818], [-0.747, -4.777, -0.668], [-2.578, -3.088, -1.730], [-2.686, 0.467, -1.909], [-2.189, 1.048, -0.684], [-1.987, 2.622, -0.939], [-1.586, 2.904, -2.462], [-0.328, 2.730, -2.813], [0.575, 3.582, 1.251], [2.373, 3.944, 1.490], [1.671, 2.534, 2.423], [2.929, 2.594, -0.286], [1.162, 2.376, -0.711], [3.223, 0.358, 0.635], [1.879, 0.094, -0.583], [1.720, 0.163, 2.543], [0.174, 0.560, 1.649], [0.213, -1.781, 0.573], [1.983, -2.121, 1.225], [1.123, -1.870, 3.706], [0.376, -3.323, 2.826], [-1.612, -1.677, 2.094], [-0.859, -0.410, 3.303], [-2.369, -3.146, 3.996], [-1.142, -2.316, 5.137], [-3.722, -1.497, 5.402], [-2.372, -0.231, 5.319], [-3.700, -1.125, 2.606], [-4.840, -0.294, 3.774], [-2.133, 1.298, 3.240], [-3.800, 1.825, 3.801], [-3.279, 2.644, 1.466], [-4.854, 1.729, 1.607], [-2.649, -0.239, 0.996], [-5.868, 0.282, -1.786], [-4.438, 0.803, -3.118], [-4.520, 1.599, -1.175], [-5.170, -1.456, -3.527], [-5.112, -2.145, -1.830], [-2.619, -1.038, -4.854], [-0.158, -2.196, -5.045], [0.731, -3.886, -3.118], [-1.289, -5.785, -0.725], [-1.034, -4.304, 0.332], [0.380, -4.941, -0.709], [-3.241, -3.329, -0.830], [-1.135, 0.672, -0.440], [-1.214, 3.047, -0.202], [-2.975, 3.154, -0.735], [-2.346, 3.217, -3.254], [-0.260, 2.934, -3.833], [0.247, 6.487, -4.689], [1.170, 5.538, -5.426], [0.455, 4.381, -5.837], [-0.187, 5.997, -3.814], [0.785, 7.381, -4.362], [-0.585, 6.793, -5.330], [1.988, 5.218, -4.775], [1.601, 6.018, -6.311], [-0.261, 4.672, -6.418], [3.423, -7.980, -1.380], [2.311, -6.987, -1.662], [2.599, -5.739, -1.045], [3.544, -8.124, -0.303], [3.210, -8.946, -1.844], [4.379, -7.609, -1.761], [1.363, -7.351, -1.260], [2.192, -6.829, -2.738], [3.434, -5.418, -1.411], [2.123, -1.104, 8.090], [1.154, -1.532, 7.006], [1.860, -2.109, 5.913], [2.842, -0.379, 7.699], [1.591, -0.655, 8.931], [2.699, -1.960, 8.454], [0.597, -0.671, 6.630], [0.439, -2.266, 7.389], [2.343, -2.874, 6.249], [-2.519, -5.931, 5.042], [-1.030, -5.913, 5.324], [-0.796, -5.902, 6.730], [-3.004, -5.057, 5.486], [-2.712, -5.933, 3.967], [-2.988, -6.815, 5.486], [-0.571, -5.018, 4.898], [-0.539, -6.791, 4.893], [-1.197, -6.700, 7.098], [1.931, 9.132, -7.877], [1.277, 8.070, -8.740], [-0.074, 7.873, -8.339], [1.902, 8.841, -6.824], [2.971, 9.288, -8.172], [1.395, 10.082, -7.960], [1.802, 7.117, -8.638], [1.292, 8.360, -9.796], [-0.535, 8.716, -8.441], [-2.162, -0.474, 11.382], [-1.796, -0.544, 9.912], [-0.577, -1.258, 9.743], [-1.369, 0.018, 11.952], [-3.094, 0.077, 11.526], [-2.279, -1.478, 11.800], [-1.659, 0.459, 9.504], [-2.580, -1.047, 9.338], [-0.707, -2.147, 10.097], [4.096, 7.810, -3.774], [4.485, 7.743, -5.239], [5.712, 7.040, -5.386], [4.876, 8.310, -3.194], [3.156, 8.352, -3.645], [3.983, 6.805, -3.358], [4.618, 8.747, -5.645], [3.714, 7.232, -5.826], [5.583, 6.150, -5.031], [1.092, 2.403, -9.309], [0.953, 3.911, -9.380], [1.695, 4.421, -10.483], [2.143, 2.120, -9.204], [0.532, 1.999, -8.463], [0.726, 1.937, -10.229], [1.339, 4.373, -8.469], [-0.096, 4.202, -9.497], [1.342, 4.014, -11.285], [3.255, -6.828, 2.828], [2.684, -7.468, 4.078], [1.473, -8.150, 3.772], [2.539, -6.123, 2.397], [4.183, -6.296, 3.051], [3.458, -7.584, 2.064], [2.463, -6.708, 4.830], [3.392, -8.184, 4.508], [1.677, -8.826, 3.113]],
  "lowdin_charge": [-0.134, -0.252, -0.221, -0.235, -0.194, -0.200, -0.217, -0.190, -0.212, -0.210, -0.211, -0.143, -0.326, -0.329, 0.441, -0.306, -0.185, -0.040, -0.097, -0.069, -0.224, -0.100, -0.006, -0.360, -0.299, -0.141, -0.191, 0.065, 0.059, 0.066, 0.062, 0.096, 0.070, 0.104, 0.114, 0.110, 0.102, 0.105, 0.111, 0.093, 0.101, 0.102, 0.098, 0.099, 0.098, 0.098, 0.102, 0.106, 0.110, 0.100, 0.107, 0.102, 0.123, 0.105, -0.034, -0.022, 0.003, 0.080, 0.070, 0.091, 0.068, 0.069, 0.076, 0.064, 0.048, 0.099, 0.132, 0.092, 0.089, 0.118, 0.019, -0.077, -0.321, -0.092, 0.075, 0.061, 0.074, 0.113, 0.084, 0.086, -0.092, -0.322, -0.102, 0.056, 0.073, 0.073, 0.111, 0.111, 0.086, -0.097, -0.326, -0.102, 0.075, 0.052, 0.073, 0.116, 0.099, 0.084, -0.098, -0.318, -0.095, 0.069, 0.077, 0.069, 0.099, 0.095, 0.076, -0.092, -0.319, -0.091, 0.061, 0.076, 0.073, 0.101, 0.110, 0.081, -0.098, -0.312, -0.097, 0.075, 0.073, 0.071, 0.116, 0.111, 0.091, -0.090, -0.330, -0.083, 0.076, 0.067, 0.075, 0.110, 0.088, 0.084, -0.088, -0.329, -0.094, 0.078, 0.078, 0.071, 0.094, 0.111, 0.078, -0.086, -0.320, -0.094, 0.080, 0.076, 0.056, 0.110, 0.105, 0.081],
  "spin_multiplicity": 1,
  "orbital_gap_ev": 5.961,
  "lumo_ev": 1.96,
  "charge": -1
}